Below is 12 unconnected molecules or ions with the total composition C62H145O38P7S5 in a non-equilibrium geometry, with properties calculated with ωB97M-V/def2-TZVPD.

Output
Kohn-Sham gap	10.20	eV
E_HOMO	-10.059	eV
lowest unoccupied orbital energy	0.138	eV
energy relative to the best compared isomer or geometry (same formula, charge and spin)	9.659	eV
electronic energy	-9689.05491	a.u.

```
! wB97M-V def2-TZVPD RIJCOSX def2/J DEFGRID3
* xyz 0 1
C 7.023 5.977 2.030
C 7.965 4.830 1.746
C 8.457 4.952 0.237
S 8.853 6.803 0.168
O 8.246 7.358 -1.089
O 10.233 7.025 0.601
C 7.829 7.262 1.581
H 6.791 5.981 3.095
H 6.062 5.956 1.516
H 7.360 3.963 2.012
H 8.888 4.923 2.319
H 7.530 4.957 -0.335
H 9.253 4.285 -0.095
H 7.176 8.071 1.252
H 8.482 7.723 2.322
C 1.005 12.813 2.087
C 2.208 13.562 2.776
C 3.464 13.032 2.123
S 3.209 12.550 0.346
O 3.399 11.144 0.066
O 3.892 13.634 -0.400
C 1.360 12.726 0.543
H 0.111 13.411 2.263
H 1.014 11.791 2.468
H 2.206 13.304 3.835
H 2.055 14.626 2.597
H 3.526 12.106 2.694
H 4.409 13.543 2.308
H 0.879 11.973 -0.081
H 1.214 13.692 0.059
C -6.377 -9.502 -6.924
C -7.576 -8.528 -6.797
C -6.787 -7.218 -6.610
S -5.494 -7.380 -5.334
O -6.109 -7.265 -4.026
O -4.272 -6.724 -5.857
C -5.382 -9.272 -5.757
H -5.791 -9.393 -7.837
H -6.718 -10.530 -6.802
H -8.229 -8.738 -5.951
H -8.284 -8.557 -7.625
H -7.357 -6.369 -6.233
H -6.288 -6.854 -7.508
H -5.633 -9.808 -4.842
H -4.429 -9.710 -6.054
C -6.160 6.577 1.187
C -6.695 5.332 0.356
C -6.804 5.717 -1.098
S -6.380 7.560 -1.382
O -7.302 8.222 -2.307
O -4.961 7.773 -1.536
C -6.706 7.848 0.435
H -5.102 6.727 0.973
H -6.282 6.298 2.234
H -7.598 4.862 0.746
H -5.837 4.662 0.405
H -7.893 5.728 -1.144
H -6.475 5.107 -1.939
H -7.793 7.781 0.429
H -6.342 8.855 0.640
C 2.638 -4.570 -6.251
C 2.320 -4.840 -4.720
C 1.743 -6.221 -4.391
S 1.973 -7.195 -5.933
O 0.888 -8.102 -6.221
O 3.304 -7.737 -6.049
C 1.772 -5.663 -6.919
H 3.677 -4.757 -6.518
H 2.465 -3.523 -6.500
H 1.854 -4.049 -4.133
H 3.272 -4.840 -4.190
H 0.658 -6.190 -4.290
H 2.146 -6.807 -3.565
H 0.742 -5.318 -6.832
H 2.023 -6.114 -7.879
C 8.730 -4.089 -3.031
C 9.862 -3.144 -3.054
O 9.976 -2.438 -4.281
P 10.836 -1.032 -4.189
O 11.034 -0.296 -2.920
O 12.189 -1.427 -4.952
C 13.340 -1.870 -4.227
C 13.608 -3.304 -4.254
O 9.994 -0.119 -5.271
C 10.683 0.999 -5.838
C 10.431 2.270 -4.901
H 9.119 -5.096 -3.177
H 7.944 -4.111 -2.276
H 8.216 -3.917 -3.976
H 9.441 -2.470 -2.307
H 10.848 -3.495 -2.749
H 14.242 -1.437 -4.661
H 13.365 -1.391 -3.248
H 14.583 -3.643 -4.604
H 13.529 -3.730 -3.254
H 12.762 -3.794 -4.737
H 11.725 0.719 -5.996
H 10.284 1.285 -6.811
H 9.449 2.158 -4.441
H 11.077 2.247 -4.024
H 10.607 3.232 -5.383
C -2.461 11.958 7.465
C -3.182 10.779 8.129
O -3.205 9.552 7.308
P -1.933 8.544 7.362
O -2.060 7.419 6.443
O -0.639 9.465 6.947
C 0.645 9.165 7.513
C 1.002 7.639 7.483
O -1.836 8.273 8.980
C -2.880 7.966 9.844
C -2.530 8.586 11.165
H -1.685 12.441 8.060
H -1.729 11.462 6.828
H -3.147 12.647 6.975
H -2.829 10.525 9.128
H -4.234 11.066 8.134
H 1.249 9.896 6.974
H 0.635 9.522 8.544
H 0.232 6.999 7.915
H 0.945 7.091 6.543
H 1.881 7.454 8.100
H -3.865 8.287 9.503
H -2.927 6.877 9.848
H -2.604 9.673 11.118
H -3.183 8.142 11.916
H -1.545 8.230 11.467
C -4.649 1.129 6.105
C -6.240 1.281 5.941
O -6.785 0.624 7.159
P -6.498 1.086 8.685
O -6.096 2.506 8.919
O -5.378 0.079 9.274
C -4.225 0.544 9.954
C -3.018 0.585 9.096
O -7.853 0.663 9.355
C -8.958 1.317 8.941
C -9.728 0.659 7.761
H -4.333 0.087 6.157
H -4.168 1.714 5.321
H -4.460 1.571 7.083
H -6.678 2.279 5.985
H -6.497 0.680 5.069
H -4.330 1.571 10.303
H -3.899 -0.101 10.770
H -2.160 0.473 9.759
H -3.210 -0.324 8.526
H -2.800 1.488 8.525
H -9.531 1.289 9.867
H -8.686 2.348 8.717
H -10.634 1.119 7.366
H -8.973 0.585 6.977
H -9.965 -0.401 7.853
C -0.281 -6.573 3.341
C 0.315 -5.561 4.283
O 1.643 -5.169 3.844
P 2.969 -6.069 4.152
O 4.127 -5.578 3.410
O 2.633 -7.658 3.810
C 3.647 -8.566 4.101
C 4.147 -9.106 2.788
O 3.063 -5.966 5.809
C 4.137 -5.440 6.523
C 4.502 -6.512 7.691
H 0.460 -7.364 3.225
H -1.230 -6.927 3.744
H -0.397 -5.974 2.437
H -0.313 -4.680 4.415
H 0.496 -5.811 5.329
H 4.407 -8.062 4.699
H 3.222 -9.374 4.697
H 3.388 -9.139 2.005
H 5.004 -8.524 2.452
H 4.334 -10.176 2.689
H 5.001 -5.331 5.868
H 3.769 -4.482 6.889
H 3.881 -6.386 8.578
H 4.142 -7.451 7.272
H 5.554 -6.545 7.973
C -9.669 -10.950 -0.072
C -10.979 -10.112 -0.391
O -11.712 -9.949 0.817
P -12.365 -8.511 1.127
O -13.264 -8.119 0.095
O -13.285 -8.670 2.454
C -13.171 -9.857 3.219
C -14.063 -9.876 4.474
O -11.189 -7.543 1.612
C -10.034 -7.101 0.877
C -9.525 -5.792 1.403
H -9.927 -11.841 0.500
H -9.069 -11.194 -0.948
H -8.898 -10.524 0.570
H -10.698 -9.243 -0.986
H -11.743 -10.543 -1.038
H -13.373 -10.711 2.573
H -12.126 -10.015 3.483
H -13.765 -9.038 5.105
H -15.118 -9.873 4.204
H -13.841 -10.820 4.972
H -9.248 -7.850 0.969
H -10.094 -6.982 -0.204
H -10.354 -5.153 1.102
H -9.400 -5.736 2.484
H -8.527 -5.628 0.996
C 3.032 1.147 -2.128
C 2.008 1.896 -1.289
O 0.737 1.283 -1.562
P -0.478 1.800 -0.566
O -0.251 1.327 0.847
O -0.368 3.386 -0.663
C 0.169 4.021 0.493
C 0.558 5.511 0.098
O -1.941 1.333 -1.263
C -2.452 -0.036 -1.281
C -1.625 -0.981 -2.076
H 2.963 1.474 -3.165
H 4.051 1.516 -2.010
H 3.086 0.065 -2.011
H 2.286 1.671 -0.259
H 2.108 2.978 -1.379
H -0.623 4.042 1.242
H 0.965 3.608 1.112
H -0.006 5.815 -0.784
H 0.682 6.105 1.004
H 1.523 5.329 -0.373
H -2.579 -0.357 -0.247
H -3.472 0.154 -1.617
H -0.578 -0.767 -1.859
H -1.673 -2.020 -1.748
H -1.755 -0.983 -3.158
C 4.970 0.349 -14.545
C 4.806 -1.070 -14.222
O 4.623 -1.362 -12.816
P 5.762 -1.573 -11.820
O 7.138 -1.076 -12.184
O 5.625 -3.178 -11.636
C 5.466 -4.188 -12.646
C 6.559 -5.180 -12.681
O 5.294 -0.936 -10.396
C 5.363 0.405 -9.889
C 4.063 0.977 -9.579
H 4.250 0.883 -13.925
H 5.862 0.680 -14.014
H 4.733 0.717 -15.544
H 4.021 -1.530 -14.822
H 5.716 -1.470 -14.668
H 4.550 -4.776 -12.584
H 5.448 -3.699 -13.620
H 7.346 -4.687 -13.252
H 6.826 -5.491 -11.670
H 6.196 -6.040 -13.244
H 6.013 0.408 -9.015
H 5.724 1.126 -10.623
H 3.425 1.141 -10.448
H 3.482 0.497 -8.792
H 4.439 1.940 -9.234
*
```

Mulliken atomic charge list, values in e, 2 entries: atom 1 (C): -0.607, atom 2 (C): -0.580